A cluster of 8 separate species, C44H112N8O14 in total, computed with the ωB97M-V functional and the def2-TZVPD basis.

Element x y z (Å)
C1 -1.909 3.443 3.198
O1 -1.504 3.599 4.522
C2 -0.918 4.834 4.877
C3 0.639 4.818 4.602
N1 1.190 3.867 5.539
C4 2.605 3.747 5.085
C5 2.998 2.296 5.439
O2 2.126 1.198 5.051
C6 1.836 1.103 3.644
H1 -2.578 4.276 2.981
H2 -2.415 2.486 3.064
H3 -1.075 3.543 2.504
H4 -1.162 5.104 5.904
H5 -1.492 5.587 4.335
H6 1.095 5.800 4.727
H7 0.941 4.609 3.576
H8 0.726 2.977 5.434
H9 3.190 4.549 5.537
H10 2.767 3.854 4.013
H11 3.271 2.294 6.494
H12 3.989 2.224 4.991
H13 1.410 2.011 3.218
H14 1.183 0.254 3.440
H15 2.757 0.960 3.078
C7 -7.080 0.808 -3.989
O3 -6.433 2.078 -4.407
C8 -6.317 2.145 -5.823
C9 -4.968 2.716 -6.150
N2 -3.900 1.786 -5.830
C10 -2.610 2.421 -5.591
C11 -1.649 1.387 -4.808
O4 -1.627 1.589 -3.432
C12 -2.746 1.189 -2.717
H16 -8.138 1.007 -3.821
H17 -6.605 0.361 -3.115
H18 -6.943 0.031 -4.740
H19 -7.141 2.811 -6.080
H20 -6.604 1.249 -6.372
H21 -4.795 3.651 -5.616
H22 -4.832 2.917 -7.213
H23 -4.237 1.262 -5.035
H24 -2.781 3.225 -4.876
H25 -2.226 2.685 -6.576
H26 -0.693 1.535 -5.311
H27 -1.851 0.331 -4.986
H28 -3.656 0.794 -3.170
H29 -3.071 2.023 -2.095
H30 -2.545 0.396 -1.996
C13 -2.621 12.493 1.483
O5 -2.787 11.144 1.285
C14 -1.637 10.382 1.537
C15 -2.105 8.946 1.825
N3 -2.512 8.274 0.629
C16 -1.329 7.765 -0.094
C17 -1.895 6.954 -1.332
O6 -0.875 6.636 -2.270
C18 -0.213 7.627 -3.018
H31 -3.614 12.778 1.135
H32 -1.868 12.871 0.792
H33 -2.307 12.667 2.512
H34 -1.200 10.682 2.489
H35 -0.826 10.492 0.816
H36 -2.923 8.955 2.546
H37 -1.298 8.356 2.259
H38 -2.914 8.982 0.032
H39 -0.686 7.062 0.436
H40 -0.795 8.626 -0.497
H41 -2.579 7.641 -1.831
H42 -2.623 6.194 -1.047
H43 -0.861 8.243 -3.642
H44 0.482 7.054 -3.633
H45 0.308 8.316 -2.354
C19 -3.269 -2.729 -1.432
O7 -3.657 -3.820 -0.649
C20 -2.689 -4.571 0.019
C21 -3.017 -6.098 0.094
N4 -2.005 -6.856 0.914
C22 -2.005 -6.599 2.319
C23 -0.731 -7.304 2.949
O8 0.440 -6.663 2.457
C24 1.578 -7.289 3.068
H46 -4.140 -2.076 -1.483
H47 -3.165 -3.157 -2.429
H48 -2.422 -2.091 -1.180
H49 -2.590 -4.042 0.967
H50 -1.786 -4.452 -0.579
H51 -3.067 -6.502 -0.917
H52 -4.006 -6.239 0.530
H53 -1.081 -6.559 0.638
H54 -2.988 -6.948 2.635
H55 -2.119 -5.533 2.519
H56 -0.827 -8.359 2.689
H57 -0.822 -7.416 4.030
H58 2.547 -6.794 2.996
H59 1.754 -8.273 2.634
H60 1.408 -7.458 4.131
C25 -1.193 0.529 5.912
O9 -0.959 -0.806 5.331
C26 -1.939 -1.449 4.501
C27 -1.332 -2.804 3.910
N5 -0.096 -2.406 3.333
C28 0.698 -3.522 2.705
C29 2.207 -2.987 2.383
O10 2.717 -2.293 3.497
C30 4.037 -1.937 3.398
H61 -1.190 1.228 5.076
H62 -0.362 0.667 6.603
H63 -2.116 0.755 6.445
H64 -2.140 -0.809 3.641
H65 -2.917 -1.607 4.956
H66 -1.975 -3.082 3.074
H67 -1.375 -3.570 4.684
H68 0.463 -1.651 3.704
H69 0.357 -4.055 1.817
H70 0.768 -4.368 3.388
H71 2.096 -2.403 1.470
H72 2.873 -3.789 2.066
H73 4.768 -2.739 3.500
H74 4.307 -1.209 4.163
H75 4.360 -1.428 2.490
C31 3.459 -8.233 -6.167
O11 3.320 -8.275 -4.778
C32 4.129 -9.245 -4.160
C33 3.721 -9.545 -2.658
N6 4.276 -8.460 -1.832
C34 3.623 -8.131 -0.538
C35 2.412 -7.161 -0.902
O12 3.065 -6.001 -1.178
C36 2.259 -4.986 -1.789
H76 4.034 -9.024 -6.648
H77 3.938 -7.291 -6.431
H78 2.500 -8.370 -6.668
H79 5.196 -9.066 -4.299
H80 4.098 -10.196 -4.691
H81 4.218 -10.475 -2.380
H82 2.632 -9.542 -2.672
H83 4.294 -7.554 -2.278
H84 4.205 -7.705 0.279
H85 3.212 -9.018 -0.058
H86 1.664 -7.087 -0.112
H87 1.856 -7.602 -1.729
H88 1.360 -4.847 -1.189
H89 2.084 -5.393 -2.785
H90 2.746 -4.012 -1.829
C37 0.879 -1.093 -0.909
C38 0.409 0.012 0.107
C39 0.363 1.442 -0.438
O13 -0.290 2.255 0.549
C40 -0.684 3.516 -0.066
N7 -0.860 -0.457 0.687
H91 1.901 -0.974 -1.270
H92 0.257 -1.156 -1.802
H93 0.918 -2.117 -0.537
H94 1.111 0.031 0.940
H95 -0.202 1.484 -1.369
H96 1.355 1.853 -0.627
H97 -0.963 4.327 0.607
H98 -1.512 3.406 -0.768
H99 0.116 4.001 -0.625
H100 -0.686 -1.084 1.460
H101 -1.084 0.369 1.223
C41 5.258 -0.048 -0.529
C42 4.667 0.066 -2.032
C43 3.807 1.370 -2.288
O14 3.354 1.409 -3.657
C44 2.306 2.374 -3.677
N8 5.914 0.137 -2.927
H102 5.768 -1.010 -0.483
H103 4.459 0.075 0.202
H104 5.994 0.756 -0.557
H105 4.140 -0.848 -2.304
H106 4.324 2.300 -2.055
H107 3.028 1.326 -1.526
H108 1.499 1.871 -4.210
H109 2.611 3.255 -4.241
H110 1.910 2.707 -2.717
H111 5.641 0.856 -3.581
H112 6.046 -0.591 -3.614

Cartesian forces (eV/Å) of the 6 atoms listed first:
0.190 1.158 -0.280
0.288 -1.178 1.616
0.445 0.748 -1.505
-2.446 0.534 0.912
1.763 1.159 -1.309
-1.691 -2.088 0.910

Summary:
total charge	+1
F_max	0.09403	Eh/bohr
frontier orbital gap (spin up / spin down)	8.29 / 3.16	eV
ΔE to the lowest compared entry with this formula, charge and spin	369.1	kJ/mol
LUMO energy (spin up / spin down)	-1.76 / -6.89	eV
expectation value of S²	0.755
multiplicity	2


A structure of composition C44H114B2N10O18Pb, computed with the ωB97M-V functional and the def2-TZVPD basis.

Element x y z (Å)
Pb1 0.000 -6.730 -0.686
O1 -2.230 1.927 0.778
C1 -1.521 1.187 0.180
O2 -1.225 -0.075 0.408
B1 -0.184 -0.601 -0.454
O3 0.086 0.478 -1.358
C2 -0.669 1.547 -1.112
O4 -0.809 2.492 -1.816
O5 -0.619 -1.847 -1.144
C3 -0.036 -2.849 -0.596
O6 -0.106 -4.010 -0.965
C4 0.947 -2.360 0.438
O7 0.978 -1.039 0.371
O8 1.726 -3.031 1.063
B2 2.503 -6.094 -1.289
H1 2.390 -6.990 -0.538
H2 2.783 -5.145 -0.705
H3 3.365 -6.348 -2.010
H4 1.547 -5.929 -1.917
C5 -7.745 -3.298 0.097
C6 -7.062 -2.823 1.359
C7 -6.198 -1.571 1.143
O9 -5.056 -1.980 0.436
C8 -4.389 -0.877 -0.198
N1 -7.992 -2.637 2.483
H5 -8.217 -4.268 0.259
H6 -7.099 -3.367 -0.781
H7 -8.519 -2.583 -0.208
H8 -6.423 -3.668 1.642
H9 -6.000 -1.093 2.108
H10 -6.760 -0.872 0.508
H11 -3.420 -1.234 -0.533
H12 -4.305 -0.075 0.539
H13 -5.030 -0.590 -1.036
H14 -8.668 -3.388 2.516
H15 -8.474 -1.761 2.305
C9 1.972 1.212 2.442
C10 2.526 2.072 3.568
C11 3.996 1.742 3.890
O10 4.091 0.315 3.857
C12 5.286 -0.154 4.440
N2 2.400 3.489 3.328
H16 1.996 0.151 2.679
H17 2.613 1.319 1.560
H18 0.952 1.565 2.270
H19 1.905 1.803 4.433
H20 4.263 2.163 4.862
H21 4.678 2.082 3.103
H22 6.117 0.499 4.163
H23 5.477 -1.210 4.257
H24 5.180 -0.132 5.536
H25 1.465 3.870 3.330
H26 2.761 3.584 2.378
C13 -3.604 -2.859 3.744
C14 -2.416 -2.348 2.980
C15 -2.027 -0.900 3.389
O11 -1.909 -0.971 4.808
C16 -1.665 0.323 5.297
N3 -1.281 -3.288 3.207
H27 -3.849 -3.834 3.296
H28 -4.544 -2.327 3.613
H29 -3.307 -3.126 4.758
H30 -2.664 -2.354 1.914
H31 -2.815 -0.190 3.118
H32 -1.128 -0.650 2.816
H33 -2.585 0.919 5.370
H34 -0.882 0.872 4.767
H35 -1.353 0.379 6.347
H36 -0.504 -2.629 3.276
H37 -1.275 -3.703 4.134
C17 1.640 -3.883 -5.099
C18 1.576 -2.400 -4.648
C19 0.287 -1.742 -5.079
O12 -0.808 -2.379 -4.415
C20 -1.953 -1.569 -4.335
N4 1.779 -2.250 -3.200
H38 2.278 -4.523 -4.487
H39 2.029 -3.964 -6.113
H40 0.654 -4.346 -5.015
H41 2.283 -1.927 -5.338
H42 0.195 -1.885 -6.161
H43 0.332 -0.678 -4.829
H44 -2.651 -2.095 -3.683
H45 -2.511 -1.383 -5.261
H46 -1.769 -0.565 -3.938
H47 0.998 -2.764 -2.799
H48 1.548 -1.288 -2.949
C21 -0.838 5.802 0.830
C22 0.595 6.071 1.281
C23 1.730 5.700 0.328
O13 2.974 5.774 0.977
C24 3.958 5.495 -0.004
N5 0.729 7.462 1.755
H49 -1.062 6.385 -0.063
H50 -1.481 6.063 1.669
H51 -1.023 4.734 0.693
H52 0.773 5.435 2.155
H53 1.781 6.320 -0.577
H54 1.377 4.712 -0.015
H55 3.884 4.428 -0.236
H56 4.961 5.589 0.424
H57 4.007 6.159 -0.869
H58 0.603 8.040 0.925
H59 1.695 7.623 2.024
C25 -2.171 4.183 -8.899
C26 -3.025 4.140 -7.644
C27 -2.304 4.481 -6.342
O14 -1.816 3.226 -5.803
C28 -0.919 3.478 -4.746
N6 -4.245 4.952 -7.903
H60 -2.668 3.626 -9.695
H61 -1.200 3.744 -8.659
H62 -1.954 5.165 -9.323
H63 -3.452 3.147 -7.467
H64 -3.017 4.704 -5.546
H65 -1.541 5.229 -6.559
H66 -0.452 2.558 -4.396
H67 -1.431 3.942 -3.898
H68 -0.076 4.095 -5.079
H69 -4.880 4.980 -7.115
H70 -4.728 4.531 -8.685
C29 2.172 4.324 -2.998
C30 2.822 3.052 -3.552
C31 4.332 3.189 -3.645
O15 4.832 1.942 -4.114
C32 6.226 1.862 -4.007
N7 2.366 2.018 -2.602
H71 2.472 5.174 -3.625
H72 2.361 4.476 -1.947
H73 1.106 4.305 -3.228
H74 2.458 2.723 -4.532
H75 4.695 3.435 -2.641
H76 4.610 3.962 -4.366
H77 6.572 1.865 -2.970
H78 6.739 2.625 -4.608
H79 6.587 0.945 -4.478
H80 1.378 1.816 -2.597
H81 2.803 1.123 -2.816
C33 1.049 -5.794 3.894
C34 1.188 -6.400 2.502
C35 0.676 -7.830 2.482
O16 0.859 -8.272 1.148
C36 1.105 -9.652 0.935
N8 0.368 -5.550 1.610
H82 1.602 -6.393 4.621
H83 -0.009 -5.767 4.150
H84 1.479 -4.793 3.895
H85 2.164 -6.409 2.012
H86 -0.395 -7.860 2.733
H87 1.089 -8.501 3.239
H88 0.201 -10.265 0.988
H89 1.706 -10.090 1.741
H90 1.724 -9.713 0.042
H91 0.863 -4.656 1.509
H92 -0.403 -5.222 2.199
C37 -5.596 4.966 3.478
C38 -4.300 4.361 2.966
C39 -3.375 3.674 3.950
O17 -3.068 4.600 4.992
C40 -2.214 4.073 5.959
N9 -4.659 3.348 1.935
H93 -6.259 4.151 3.779
H94 -6.113 5.600 2.759
H95 -5.521 5.582 4.379
H96 -3.649 5.129 2.534
H97 -2.426 3.347 3.511
H98 -3.831 2.755 4.341
H99 -1.596 4.869 6.373
H100 -1.480 3.350 5.566
H101 -2.711 3.497 6.748
H102 -4.908 3.813 1.070
H103 -3.773 2.873 1.770
C41 4.473 -0.695 -0.536
C42 4.845 -2.177 -0.389
C43 4.842 -2.681 1.048
O18 4.808 -4.091 1.080
C44 4.734 -4.568 2.395
N10 3.911 -2.905 -1.266
H104 4.688 -0.312 -1.534
H105 5.163 -0.060 0.056
H106 3.521 -0.381 -0.109
H107 5.839 -2.270 -0.836
H108 4.138 -2.285 1.789
H109 5.790 -2.228 1.391
H110 5.296 -4.013 3.156
H111 5.154 -5.575 2.442
H112 3.678 -4.561 2.697
H113 3.034 -2.962 -0.764
H114 3.637 -2.404 -2.107

Cartesian forces (eV/Å) of the 6 atoms listed first:
1.440 1.419 0.700
-0.386 -0.057 0.415
1.628 0.204 -1.455
-1.087 -0.396 1.313
0.209 0.446 0.346
0.699 0.146 -0.817

Summary:
F_max	0.05293	Eh/bohr
frontier orbital gap	6.86	eV
ΔE to the lowest compared entry with this formula, charge and spin	59.1	kJ/mol
LUMO energy	-0.88	eV